[1]
Computed, not measured: a gas-phase ion, C3H10N3O2 (charge +1) in a non-equilibrium geometry, with wB97M-V/def2-TZVPD.

Atoms and positions in Å:
1 C 2.396492 0.911050 0.065127
2 C 0.604107 0.989256 0.060460
3 O 0.296661 1.649120 -1.016852
4 O 0.052228 1.491801 1.204671
5 N 0.026015 -0.412029 -0.011339
6 C -1.037638 -0.956858 0.490842
7 N -1.433242 -2.233836 0.177557
8 N -1.728656 -0.397033 1.438518
9 H 2.639764 0.651887 -0.881869
10 H 2.695200 0.086711 0.718631
11 H 2.756387 1.993442 0.240177
12 H -0.636886 1.463654 -1.194371
13 H 0.321680 2.490436 1.286900
14 H 0.646647 -1.070323 -0.617568
15 H -2.490077 -2.445076 0.365488
16 H -1.295791 -2.684323 -0.695911
17 H -2.600334 -0.742976 1.868872
18 H -1.541741 0.557871 1.715632

Force components x, y, z for each atom (eV/Å):
C -4.1 1.8 2.7
C 4.2 -2.4 1.9
O -1.0 1.2 -2.5
O 0.6 3.4 1.2
N 3.8 -1.2 -2.8
C -1.3 -2.2 0.4
N -3.3 -0.3 0.8
N -2.2 1.6 1.9
H 0.7 -0.7 -3.2
H 0.1 0.8 0.4
H -0.5 -2.0 0.2
H -0.1 0.6 -0.4
H -0.7 -2.7 -0.2
H -1.7 1.7 1.4
H 2.8 0.8 0.1
H 1.1 0.1 -0.9
H 1.0 -0.3 -0.9
H 0.5 -0.2 -0.1

The spin multiplicity is 1. Its net charge is +1. As for the frontier orbital gap: 11.51 eV. The energy is -434.80389 Eh. The calculation puts the LUMO energy at -3.1 eV.

[2]
Computed, not measured: 2 unconnected molecules or ions with the total composition C3H10N3O2 in a non-equilibrium geometry, with wB97M-V/def2-TZVPD.

Atoms and positions in Å:
1 C 2.080918 -1.040804 1.346225
2 C -1.604602 1.731195 -1.773702
3 C -1.188339 -0.412138 -0.743658
4 N 3.002435 -0.223865 1.919588
5 N -1.555119 -0.219246 0.451580
6 N -1.281276 0.301556 -1.768160
7 O 2.394556 -2.359508 1.524582
8 O 1.105125 -0.796384 0.618978
9 H -2.493699 1.952962 -2.404911
10 H -1.980017 2.131778 -0.800762
11 H -0.909605 2.344729 -2.206344
12 H -0.765350 -1.334138 -0.878289
13 H 3.856118 -0.628830 2.409944
14 H 3.184087 0.795018 1.704512
15 H -1.904307 0.653116 0.778311
16 H -1.109210 -0.734782 1.192801
17 H 1.863370 -2.906340 0.908867
18 H -0.861860 -0.023029 -2.628233

Force components x, y, z for each atom (eV/Å):
C 0.1 -1.3 -1.7
C -4.1 -0.4 0.9
C 0.7 -1.8 0.4
N 1.8 0.9 0.7
N -1.0 1.2 3.0
N -0.1 3.6 -2.7
O 0.2 0.4 0.3
O 1.1 0.9 1.2
H 0.3 -0.7 0.2
H 0.9 -0.6 -0.5
H 2.5 1.1 -0.6
H 1.1 -2.2 -0.5
H -2.0 0.3 -1.1
H -1.2 -1.9 0.1
H -0.4 0.7 0.0
H 0.1 -0.5 -0.2
H 0.2 0.7 0.5
H -0.1 -0.3 0.1

The spin multiplicity is 1. Its net charge is +1. As for the frontier orbital gap: 11.32 eV. The energy is -434.84496 Eh. The calculation puts the LUMO energy at -2.8 eV.

[3]
Computed, not measured: 3 unconnected molecules or ions with the total composition C3H10N3O2P in a non-equilibrium geometry, with wB97M-V/def2-TZVPD.

Atoms and positions in Å:
1 N -0.444687 -2.135436 -0.773651
2 C -0.757250 -1.084521 0.016958
3 N -2.077619 -1.137986 0.564774
4 C 0.005274 0.007643 0.295633
5 P -0.595501 1.457026 1.190931
6 H 0.572701 -2.123426 -0.814685
7 H -0.976345 -3.117928 -0.716505
8 H -2.103806 -2.063971 1.043356
9 H -2.090023 -0.454628 1.213294
10 H 0.960280 0.158768 -0.169391
11 H 0.534140 1.645347 2.006388
12 H -0.320303 2.539649 0.211968
13 O 4.193055 -1.686813 1.084659
14 C 4.403919 -0.659429 1.459437
15 O 4.673590 0.324026 1.977185
16 N -1.008834 1.721649 -1.807289
17 H -1.476390 2.552822 -2.129139
18 H -1.481334 1.272400 -1.025231
19 H -1.050791 0.994074 -2.549599

Force components x, y, z for each atom (eV/Å):
N 0.1 -2.6 -0.4
C -1.9 1.5 1.5
N 1.2 -4.2 -2.4
C 0.2 -0.2 -0.3
P 0.1 0.5 -0.2
H -0.3 -1.0 -0.6
H 1.8 3.4 0.1
H -0.6 1.0 -0.3
H -0.7 2.7 2.9
H 0.4 -0.3 -0.4
H 0.1 0.2 0.0
H 0.1 -1.0 1.1
O -1.3 -5.0 -2.5
C 1.0 2.9 2.1
O 0.3 2.1 0.4
N 0.2 -1.4 -1.1
H -0.4 0.0 0.0
H -0.2 0.5 -0.4
H 0.1 1.0 0.5

The spin multiplicity is 1. Its net charge is 0. As for the frontier orbital gap: 8.51 eV. The energy is -776.37376 Eh. The calculation puts the LUMO energy at 0.4 eV.

[4]
Computed, not measured: 2 unconnected molecules or ions with the total composition C3H10N3OS in a non-equilibrium geometry, with wB97M-V/def2-TZVPD.

Atoms and positions in Å:
1 C 1.396306 0.430274 -0.116441
2 C -3.180332 0.924662 0.070621
3 C 0.178027 -1.688468 -0.120027
4 N 1.917510 1.448657 -0.871224
5 N 1.323713 0.625868 1.189682
6 N 0.999962 -0.677772 -0.681625
7 O 0.017101 -1.804548 1.227410
8 S -1.782246 0.190071 -0.573312
9 H -3.079704 1.556721 0.995920
10 H -4.142823 0.518620 -0.183572
11 H 0.126932 -2.614721 -0.643113
12 H 2.189279 2.170835 -0.248509
13 H 2.561034 1.188113 -1.602036
14 H 1.441416 1.470701 1.633744
15 H 0.693349 0.041639 1.765701
16 H 1.088344 -0.898432 -1.618686
17 H 0.621903 -2.441629 1.418054
18 H -2.369774 -0.440596 -1.642587

Force components x, y, z for each atom (eV/Å):
C 0.8 1.6 -0.8
C 0.2 0.5 1.1
C -0.6 0.5 0.2
N -0.5 -1.4 0.5
N -2.0 -2.9 0.9
N -0.9 -1.9 2.3
O -1.9 3.1 -1.3
S -0.8 0.1 -0.5
H 0.0 -0.8 -1.2
H -0.2 0.1 0.0
H 0.1 -0.3 -0.7
H 0.7 1.0 -0.2
H 0.0 0.3 -0.1
H 0.8 2.5 0.4
H 0.6 0.0 -0.9
H 0.7 0.5 -2.4
H 2.6 -3.3 2.0
H 0.4 0.3 0.6

The spin multiplicity is 1. Its net charge is +1. As for the frontier orbital gap (spin up / spin down): 8.64 / 6.61 eV. The energy is -757.64020 Eh. The calculation puts the LUMO energy (spin up / spin down) at -3.0 / -4.0 eV.